w | Here is a single C3H8S3 molecule from the Open Molecules 2025 dataset. Energies are from ωB97M-V with the def2-TZVPD basis set.

For the HOMO energy, the calculation gives -8.97 eV. For the HOMO-LUMO gap, the calculation gives 9.544 eV.

Last column: Löwdin charge in e.
Atoms and positions in Å:
1 S 1.2798 0.4462 -1.5401  0.7344
2 S 0.4586 2.2651 1.4172  0.7003
3 S -1.7499 -1.4362 -1.2038  0.6998
4 C 0.4953 -0.1948 -0.0605  -0.8137
5 C -0.2977 -1.5255 -0.1848  -0.6405
6 C -0.4284 0.9860 0.5242  -0.6449
7 H 1.2953 -0.2942 0.6583  0.0680
8 H 1.5188 1.5864 -0.9220  -0.1687
9 H -1.1677 0.5788 1.2121  0.0603
10 H 0.4769 1.6325 2.6238  -0.1209
11 H -0.9029 1.3675 -0.3850  0.0501
12 H 0.4661 -2.2069 -0.6949  0.0890
13 H -0.9323 -1.3855 -2.3200  -0.1049
14 H -0.5116 -1.8195 0.8756  0.0916

x | Here is a single C3H8S3 molecule from the Open Molecules 2025 dataset. Energies are from ωB97M-V with the def2-TZVPD basis set.

For the HOMO energy, the calculation gives -8.99 eV. For the HOMO-LUMO gap, the calculation gives 9.654 eV.

Last column: Löwdin charge in e.
Atoms and positions in Å:
1 S 0.1990 1.8728 -0.5822  0.7466
2 S -2.5913 -0.4268 -0.6823  0.6980
3 S 2.2382 -0.6678 -0.9084  0.7099
4 C -0.8553 -0.6838 -0.3969  -0.6921
5 C -0.0480 0.3862 0.3366  -0.8346
6 C 1.2885 -0.3682 0.6007  -0.6010
7 H -2.8667 -0.0538 0.6186  -0.1084
8 H -0.8651 -1.5870 0.2156  0.0622
9 H 2.5133 0.6415 -1.0139  -0.1533
10 H 1.0211 -1.3417 1.0617  0.0783
11 H -0.3993 -0.8618 -1.3637  0.0436
12 H -1.0928 2.2746 -0.5047  -0.1190
13 H 1.9374 0.1755 1.3448  0.0893
14 H -0.4789 0.6404 1.2742  0.0805

It comes down to x, which is 0.0075 hartree more stable than the next structure.

w | Here is a single CH2BrNO3 molecule from the Open Molecules 2025 dataset. Energies are from ωB97M-V with the def2-TZVPD basis set.

For the HOMO energy, the calculation gives -10.42 eV. For the HOMO-LUMO gap, the calculation gives 10.199 eV.

Last column: Löwdin charge in e.
Atoms and positions in Å:
1 Br 0.3711 1.4297 2.0049  0.5040
2 O 1.0160 -1.9475 0.2720  0.1655
3 O 0.1868 -1.4744 -1.6736  0.1824
4 O -0.5785 -0.4036 0.1502  -0.1450
5 N 0.3396 -1.3844 -0.5216  -0.3782
6 C -0.3470 0.9498 0.1354  -0.5341
7 H 0.4772 1.4145 -0.4378  0.0661
8 H -1.4652 1.4159 0.0704  0.1393

x | Here is 2 unconnected molecules or ions with the total composition CH2BrNO3 from the Open Molecules 2025 dataset. Energies are from ωB97M-V with the def2-TZVPD basis set.

For the HOMO energy, the calculation gives -10.37 eV. For the HOMO-LUMO gap, the calculation gives 9.309 eV.

Last column: Löwdin charge in e.
Atoms and positions in Å:
1 Br 2.1969 1.4384 -0.7299  0.7897
2 O 0.7608 -0.6705 0.5483  -0.0270
3 O -0.6130 1.0376 1.7010  0.0621
4 O -0.6841 2.4703 0.0770  0.0669
5 N -0.3117 1.4421 0.5844  -0.4280
6 C 0.7064 0.5098 -0.0901  -0.8347
7 H 0.8113 -0.3238 1.4797  0.1278
8 H -0.2177 0.3339 -1.5929  0.2431

y | Here is a single CH2BrNO3 molecule from the Open Molecules 2025 dataset. Energies are from ωB97M-V with the def2-TZVPD basis set.

For the HOMO energy, the calculation gives -10.55 eV. For the HOMO-LUMO gap, the calculation gives 8.871 eV.

Last column: Löwdin charge in e.
Atoms and positions in Å:
1 Br -2.1979 -0.7268 0.0659  0.3345
2 O -0.0285 1.8458 0.8237  0.1077
3 O 0.7279 -1.1653 -0.4161  0.0596
4 O 0.4089 1.1755 -1.1620  0.0908
5 N 0.0835 0.9999 -0.0128  -0.4675
6 C 0.1082 -0.4025 0.4574  -0.3529
7 H 0.6307 -0.9876 -1.2872  0.0617
8 H 0.2672 -0.7391 1.5311  0.1661

It comes down to y, which is 0.0354 hartree more stable than the next structure.

w | Here is a molecular structure, C41H52AsBBaF2GeN3O5S from the Open Molecules 2025 dataset. Energies are from ωB97M-V with the def2-TZVPD basis set.

For the HOMO energy, the calculation gives -4.08 eV. For the HOMO-LUMO gap, the calculation gives 6.063 eV. As for the total charge: -1.

Last column: Löwdin charge in e.
Atoms and positions in Å:
1 Ba 0.5634 -1.0717 0.3688  1.5444
2 As 0.9752 2.5607 -0.2276  1.2772
3 Ge 0.3449 -4.1908 -0.5522  0.9300
4 S 3.1348 0.3924 -1.1146  0.4231
5 F 0.3771 -0.6070 4.3719  -0.0255
6 F 2.4031 -0.3599 3.5927  0.0444
7 O 1.7031 -3.3138 0.4218  -0.5695
8 O 0.0666 -2.6072 -1.5970  -0.5616
9 O -0.8941 -3.5169 0.6989  -0.4236
10 O -1.7199 1.2972 -1.4664  -0.1516
11 O -4.3639 -0.5595 5.6323  0.0368
12 N -2.2468 -1.3354 5.3873  0.1964
13 N -2.3268 1.0242 -2.5558  -0.2316
14 N -2.1118 0.7275 1.7314  0.0738
15 C 2.3832 4.2347 -2.1879  -0.1191
16 C 4.1169 2.2082 -2.9095  -0.1453
17 C -1.1735 4.4632 -0.5658  -0.1402
18 C 1.9181 2.9543 3.8390  -0.0942
19 C 0.2447 -2.5679 -3.0061  -0.7076
20 C 4.0306 2.9411 2.7094  -0.0858
21 C -3.1431 2.5381 2.9062  -0.0415
22 C 3.1905 -5.2352 0.3984  -0.0784
23 C -3.4348 1.7111 3.9776  -0.0002
24 C 0.6702 5.4052 0.6329  -0.1040
25 C 1.9997 2.7336 1.4409  -0.4073
26 C 0.0913 4.3118 -0.0053  -0.3840
27 C -2.5644 1.3281 -4.8993  -0.0514
28 C -2.4806 1.9990 1.8073  -0.1361
29 C -1.0432 -3.0367 -3.6867  -0.0326
30 C -2.8554 -2.4257 -0.1832  -0.0513
31 C -3.6162 0.4238 -4.9310  -0.0798
32 C -3.9988 -0.1784 -3.7396  -0.0545
33 C 2.8862 -3.8629 0.9951  -0.7045
34 C -1.8460 5.6761 -0.4928  -0.0979
35 C -1.2577 6.7554 0.1461  -0.1088
36 C 2.6837 -3.9848 2.5034  -0.0234
37 C 0.0007 6.6155 0.7100  -0.0924
38 C 0.5399 -1.1218 -3.3907  -0.0409
39 C -3.2854 -0.5425 5.0594  -0.5171
40 C 3.1748 1.9528 -1.9012  -0.7658
41 C 3.3020 3.0238 3.8822  -0.1008
42 C -2.9183 -3.8448 1.8830  -0.0274
43 C -2.3561 -0.0447 2.7769  -0.1173
44 C 2.3157 3.0057 -1.5461  -0.4355
45 C 3.3843 2.7994 1.4900  -0.1030
46 C -2.2970 -3.6734 0.4934  -0.7025
47 C 4.0148 -2.8792 0.6900  -0.0358
48 C -3.3477 0.1302 -2.5690  -0.0169
49 C -1.9312 1.6127 -3.7126  -0.0169
50 C 1.4174 -3.4537 -3.4309  -0.0609
51 C -2.6355 -4.9059 -0.3465  -0.0787
52 C 1.2737 2.8033 2.6233  -0.1487
53 C -3.0129 0.3879 3.9223  -0.1167
54 C 3.3275 4.4644 -3.1786  -0.1208
55 C 4.1960 3.4360 -3.5290  -0.1202
56 B 1.1186 -0.4783 3.1882  -0.6966
57 H 1.6935 5.0245 -1.9088  0.0874
58 H -2.0265 -1.0742 2.7056  0.0848
59 H 4.9427 3.5953 -4.2986  0.0912
60 H -2.2958 -4.8022 -1.3761  0.0500
61 H 2.3041 -3.1933 -2.8543  0.0861
62 H 2.4225 -5.9619 0.6620  0.0638
63 H -3.4252 3.5827 2.9049  0.1029
64 H -2.6547 -3.0104 2.5285  0.0582
65 H 1.3388 2.9992 4.7525  0.1038
66 H 4.7885 1.4077 -3.1931  0.0863
67 H -4.8016 -0.9010 -3.7023  0.1121
68 H 2.4349 -3.0164 2.9354  0.0597
69 H -1.6372 3.6114 -1.0506  0.0658
70 H 1.6543 5.3060 1.0752  0.1071
71 H 1.2013 -4.5106 -3.2766  0.0570
72 H 0.4655 7.4544 1.2136  0.0978
73 H -2.5405 -4.7546 2.3488  0.0871
74 H -3.9774 2.0658 4.8437  0.1197
75 H 3.8457 -1.9277 1.1957  0.0758
76 H 3.2458 -5.1849 -0.6895  0.0741
77 H -2.5941 -1.5250 0.3772  0.0515
78 H 0.1893 2.7385 2.6032  0.0926
79 H 4.1496 -5.5984 0.7742  0.0833
80 H 1.6425 -3.3007 -4.4888  0.0855
81 H -4.1197 0.1903 -5.8568  0.1008
82 H 3.3903 5.4304 -3.6633  0.0860
83 H -2.1713 -5.7980 0.0725  0.0776
84 H 4.9776 -3.2703 1.0248  0.0858
85 H -2.2415 2.6115 0.9485  0.0789
86 H -2.4490 -2.3294 -1.1867  0.0554
87 H 4.0717 -2.6837 -0.3798  0.0745
88 H -2.8305 5.7744 -0.9328  0.0951
89 H -1.7790 7.7027 0.2085  0.0933
90 H 3.9586 2.7246 0.5756  0.0852
91 H -3.5663 -0.2839 -1.5986  0.1181
92 H -0.9380 -3.0120 -4.7735  0.0842
93 H -3.9469 -2.4725 -0.2411  0.0940
94 H -3.7177 -5.0527 -0.3635  0.0860
95 H 3.5939 -4.3517 2.9841  0.0874
96 H -0.2572 -0.4712 -3.0333  0.0615
97 H -1.8775 -2.3899 -3.4108  0.0629
98 H 1.8688 -4.6753 2.7237  0.0882
99 H -1.2870 -4.0577 -3.3904  0.0720
100 H -1.3387 -1.2360 4.9522  0.0709
101 H -4.0071 -3.9061 1.8284  0.0855
102 H 1.4744 -0.7738 -2.9507  0.0248
103 H 0.6101 -1.0180 -4.4761  0.0907
104 H -1.0916 2.2818 -3.5929  0.1417
105 H 5.1124 2.9822 2.7367  0.0974
106 H 3.8104 3.1289 4.8322  0.0952
107 H -2.3901 -2.0081 6.1207  0.1133
108 H -2.2124 1.8198 -5.7944  0.1102

x | Here is a molecular structure, C41H52AsBBaF2GeN3O5S from the Open Molecules 2025 dataset. Energies are from ωB97M-V with the def2-TZVPD basis set.

For the HOMO energy, the calculation gives -3.71 eV. For the HOMO-LUMO gap, the calculation gives 5.811 eV. As for the total charge: -1.

Last column: Löwdin charge in e.
Atoms and positions in Å:
1 Ba 0.9961 -1.2325 -0.2072  1.6659
2 As -2.0812 1.7630 -1.3716  1.3452
3 Ge 3.5278 -3.1556 -1.2201  0.9244
4 S -2.6164 -1.1402 0.0802  0.4584
5 F 0.8245 1.0710 -3.2804  -0.0144
6 F 1.9350 2.2627 -1.8011  -0.0079
7 O 1.7628 -2.9167 -1.8501  -0.6077
8 O 3.6238 -1.2851 -0.9236  -0.4831
9 O -2.3471 3.1262 4.8430  0.0262
10 O 2.9013 -3.2141 0.5770  -0.4321
11 O -0.1298 -2.2221 2.1591  -0.2747
12 N 0.2869 1.0131 1.5030  -0.0024
13 N -0.6118 -1.6092 3.1830  -0.2202
14 N -3.4611 2.1701 3.1314  0.2168
15 C 3.9069 -5.3793 1.0704  -0.0767
16 C 0.0821 3.0006 3.4352  -0.0058
17 C -4.1439 4.1244 -4.2971  -0.0999
18 C 2.7268 -4.4303 1.2906  -0.7189
19 C -4.6327 3.1505 -5.1552  -0.1114
20 C -0.4770 4.1142 -1.4037  -0.1286
21 C -3.7790 0.1187 0.3210  -0.7913
22 C -1.9536 -1.5733 3.3741  -0.0378
23 C 2.6585 -4.0556 2.7739  -0.0388
24 C -3.6064 1.4573 -3.7903  -0.1138
25 C -1.0361 2.2639 3.0628  -0.1373
26 C -4.6301 2.3833 -0.0210  -0.1429
27 C 4.6412 0.7752 -0.3588  -0.0399
28 C -5.8752 0.8568 1.3326  -0.1276
29 C -3.3943 3.7648 -3.1838  -0.1102
30 C -0.2909 5.8443 0.2581  -0.1024
31 C 0.1126 5.2821 -0.9472  -0.0833
32 C -1.2889 5.2314 0.9991  -0.0946
33 C 5.0677 -0.3145 -2.5749  -0.0322
34 C -4.9176 -0.1179 1.1201  -0.1576
35 C 0.2156 -0.9726 4.0512  -0.0232
36 C -0.0969 -2.7717 -3.2980  -0.0386
37 C 2.2242 -2.8745 -4.2191  -0.0461
38 C -1.6574 -0.2388 5.3457  -0.0759
39 C -2.3327 2.5523 3.7601  -0.5140
40 C -3.1183 2.4273 -2.9161  -0.3636
41 C -2.4855 -0.8947 4.4492  -0.0437
42 C 4.8322 -0.5553 -1.0854  -0.7197
43 C 1.3377 1.7553 1.8426  -0.1260
44 C 6.0142 -1.2962 -0.4616  -0.0681
45 C -5.7441 2.1183 0.7604  -0.1252
46 C 1.2860 2.7552 2.8026  -0.0309
47 C 1.4232 -5.1099 0.8705  -0.0294
48 C -0.2876 -0.2864 5.1326  -0.0491
49 C -1.8873 4.0645 0.5342  -0.1152
50 C 1.2275 -4.9013 -3.1115  -0.0470
51 C 1.2928 -3.3765 -3.1170  -0.7144
52 C -1.4949 3.4948 -0.6735  -0.3840
53 C -3.6443 1.4233 -0.2330  -0.4275
54 C -4.3635 1.8134 -4.8970  -0.0995
55 C -0.8852 1.2843 2.0861  -0.1143
56 B 1.2301 1.0823 -1.9573  -0.7602
57 H 4.8480 -4.8714 1.2960  0.0832
58 H -6.7428 0.6255 1.9427  0.0948
59 H -5.2171 3.4308 -6.0235  0.0923
60 H 6.9141 -0.6769 -0.5063  0.0811
61 H 4.5125 0.5897 0.7123  0.0804
62 H 0.4042 0.2244 5.7882  0.1152
63 H 2.3165 -1.7880 -4.1497  0.0892
64 H -1.6084 5.6555 1.9454  0.1022
65 H 1.8303 -3.1285 -5.2071  0.0851
66 H 4.1892 0.1707 -3.0056  0.0856
67 H 3.8146 -6.2480 1.7286  0.0802
68 H -3.5614 -0.8663 4.5521  0.1134
69 H -0.5627 -3.1104 -4.2264  0.0887
70 H 0.8353 -5.2800 -4.0590  0.0832
71 H -4.7380 1.0445 -5.5622  0.0960
72 H -2.0693 0.3237 6.1721  0.1107
73 H 0.9055 5.7418 -1.5256  0.1020
74 H 5.5121 1.4248 -0.4884  0.0863
75 H -4.3472 5.1715 -4.4907  0.0950
76 H -2.6777 3.6134 1.1174  0.0715
77 H 2.2241 -5.3226 -2.9581  0.0704
78 H -6.5004 2.8782 0.9164  0.0915
79 H -1.7034 0.6487 1.7529  0.0583
80 H -5.0398 -1.1039 1.5542  0.0863
81 H 0.1787 6.7521 0.6196  0.0934
82 H 1.2603 -1.0502 3.7920  0.1356
83 H 0.5862 -4.4161 0.9742  0.0712
84 H -0.1224 3.6633 -2.3244  0.0968
85 H 3.7617 1.2885 -0.7454  0.0507
86 H -2.5113 -2.0526 2.5832  0.0782
87 H 3.9513 -5.7358 0.0391  0.0530
88 H 1.2148 -5.9811 1.4995  0.0867
89 H 1.7733 -3.4443 2.9488  0.0509
90 H 0.5728 -5.2426 -2.3074  0.0771
91 H 2.6031 -4.9445 3.4094  0.0818
92 H 3.2167 -3.3213 -4.1213  0.0611
93 H 6.2220 -2.2322 -0.9862  0.0536
94 H 2.1760 3.3238 3.0371  0.1058
95 H -3.0222 4.5359 -2.5202  0.0928
96 H -3.3939 0.4105 -3.5997  0.1002
97 H -4.3418 2.3910 3.5591  0.1180
98 H 5.2321 -1.2647 -3.0908  0.0742
99 H -3.4757 1.7576 2.2094  0.0528
100 H 5.9408 0.3236 -2.7415  0.0821
101 H -4.5159 3.3614 -0.4768  0.0993
102 H -0.0333 -1.6796 -3.3319  0.0776
103 H 1.4836 -5.4418 -0.1682  0.0662
104 H -0.0241 3.7559 4.2031  0.1217
105 H -0.7533 -3.0645 -2.4730  0.0807
106 H 2.2660 1.5526 1.3130  0.0981
107 H 3.5518 -3.4867 3.0441  0.0851
108 H 5.7979 -1.5254 0.5851  0.0845

It comes down to x, which is 0.0168 hartree more stable than the next structure.